Entry 1:
ORCA calculation (ωB97M-V/def2-TZVPD) on 2 unconnected molecules or ions with the total composition C6H4N5O4 at a distorted geometry.

```
19
Properties=species:S:1:pos:R:3:forces:R:3
O -0.4698 1.6817 0.9065 -0.528 -0.385 1.139
C 0.4971 1.3044 0.2526 2.877 -0.885 -2.139
N 1.4469 0.9302 -0.3842 -2.350 0.923 1.537
C -4.0441 1.1614 -1.6474 -0.289 -0.081 0.135
O -4.6649 1.4593 -0.3675 0.314 0.092 -0.502
C -3.9065 2.2072 0.4332 0.091 0.305 1.886
N -4.3819 2.4104 1.6760 -0.638 -0.911 -1.765
C -3.5769 3.1261 2.4423 1.043 1.764 2.169
N -3.8305 3.6341 3.7008 0.700 -0.949 -2.689
O -2.7089 4.3572 4.0323 1.218 -0.132 -1.170
N -1.6918 4.2865 2.9479 -1.629 -0.914 0.082
O -0.6376 4.8671 3.1065 -0.557 -0.238 -0.128
C -2.2688 3.5239 1.9822 0.421 0.541 1.965
C -1.8003 3.1705 0.6784 -1.628 0.626 -0.669
N -2.7631 2.6533 -0.1116 1.632 0.565 0.339
H -4.7923 0.5697 -2.1713 0.030 0.017 -0.008
H -3.8099 2.0820 -2.1951 -0.113 -0.327 0.158
H -3.1220 0.5832 -1.5060 -0.271 0.212 -0.015
H -0.9463 3.7170 0.2897 -0.323 -0.224 -0.326
```
Positions in Å, forces in eV/Å.

Computed properties:
Total charge: -1
HOMO energy (eV): -5.16
Largest force on an atom (eV Å⁻¹): 3.69
E (eV): -21923.7164
HOMO-LUMO gap (eV): 7.4
LUMO (Eh): 0.08093
Relative energy (zero: lowest compared OMol25 entry of this formula, charge and spin) (kJ/mol): 0.0


Entry 2:
ORCA calculation (ωB97M-V/def2-TZVPD) on a single C6H4O molecule.

```
11
Properties=species:S:1:pos:R:3:forces:R:3
C -2.1808 -2.7231 0.8022 0.205 0.476 -0.127
C -1.7980 -1.5875 0.5596 -0.087 -0.255 0.203
C -1.3890 -0.2587 0.4981 0.476 -0.085 0.173
C -0.1461 -0.0271 -0.1355 -0.064 -0.056 0.075
C 0.5985 1.1079 -0.1131 0.143 -0.060 0.004
C 1.7362 1.8179 -0.6236 0.158 -0.013 -0.156
O 0.9151 2.1873 0.5621 -0.411 -0.036 -0.021
H -2.4950 -3.7183 1.0352 0.018 0.240 -0.110
H 0.4059 -0.7746 -0.7045 -0.309 -0.178 -0.357
H 1.6121 2.5309 -1.4352 -0.013 -0.247 0.038
H 2.7411 1.4453 -0.4452 -0.117 0.215 0.277
```
Positions in Å, forces in eV/Å.

Computed properties:
Total charge: 0
HOMO energy (alpha / beta) (eV): -7.88 / -7.88
Largest force on an atom (eV Å⁻¹): 0.53
E (eV): -8327.0743
HOMO-LUMO gap (alpha / beta) (eV): 6.9 / 6.9
LUMO (alpha / beta) (Eh): -0.03640 / -0.03640
Relative energy (zero: lowest compared OMol25 entry of this formula, charge and spin) (kJ/mol): 517.7